# 1
# C16H15ClN2O4

A single C16H15ClN2O4 molecule (ωB97M-V with the def2-TZVPD basis set, the OMol25 dataset).

Last column: natural (NBO) charge in e.
Positions of all 38 atoms, in Å:
O (-2.99722, -2.99481, 0.00717)  -0.60
C (-2.37994, -1.96274, -0.10194)  0.66
C (-0.85453, -1.96198, -0.21229)  -0.18
O (-0.30564, -0.65296, -0.26099)  -0.53
C (0.61499, -0.32536, 0.66597)  0.81
O (0.97626, -1.05995, 1.53992)  -0.57
C (1.11208, 1.08591, 0.44701)  -0.54
C (1.75988, 1.21646, -0.94241)  -0.06
O (2.77413, 0.26848, -1.15640)  -0.50
C (3.97959, 0.40142, -0.51985)  0.29
C (4.84832, -0.67985, -0.66473)  -0.25
C (6.10055, -0.65191, -0.08776)  -0.19
C (6.50868, 0.45333, 0.64268)  -0.24
C (5.65083, 1.52701, 0.78409)  -0.20
C (4.38969, 1.51012, 0.20974)  -0.27
N (-2.92143, -0.71835, -0.15169)  -0.61
C (-4.25489, -0.34091, -0.07576)  0.35
C (-5.30921, -1.24148, 0.08188)  -0.26
C (-6.59106, -0.73092, 0.14394)  -0.17
C (-6.77170, 0.64444, 0.04771)  -0.11
Cl (-8.35273, 1.32978, 0.11860)  0.02
C (-5.65814, 1.45844, -0.10675)  0.03
N (-4.43372, 0.97373, -0.16626)  -0.44
H (-0.43891, -2.50578, 0.64462)  0.25
H (-0.57460, -2.49191, -1.12865)  0.22
H (1.83331, 1.30733, 1.23394)  0.24
H (0.27318, 1.77983, 0.51159)  0.24
H (1.01462, 1.00190, -1.71311)  0.21
H (2.13012, 2.23902, -1.08718)  0.18
H (4.51342, -1.53077, -1.23650)  0.22
H (6.76156, -1.49736, -0.20621)  0.22
H (7.48718, 0.47533, 1.09732)  0.21
H (5.95808, 2.39471, 1.34939)  0.21
H (3.74955, 2.36970, 0.33637)  0.21
H (-2.28561, 0.06213, -0.27407)  0.43
H (-5.11671, -2.29867, 0.15135)  0.26
H (-7.43980, -1.38567, 0.26505)  0.23
H (-5.75017, 2.53232, -0.18579)  0.21

Its LUMO energy is 0.57 eV. The calculation puts the relative energy (zero: lowest compared OMol25 entry of this formula, charge and spin) at 0.9 kJ/mol. As for the HOMO-LUMO gap: 9.34 eV. For the highest occupied orbital energy, the calculation gives -8.7698 eV. Its net charge is 0. The SMILES is O=C(COC(=O)CCOc1ccccc1)Nc1ccc(Cl)cn1.

# 2
# C16H15ClN8O2

A single C16H15ClN8O2 molecule at a distorted geometry (ωB97M-V with the def2-TZVPD basis set, the OMol25 dataset).

Last column: natural (NBO) charge in e.
Positions of all 42 atoms, in Å:
H (1.83229, 0.76114, -2.79648)  0.36
N (1.72991, 0.31407, -1.87083)  -0.75
C (1.59238, 1.21571, -0.93955)  0.44
C (1.88079, 2.66761, -1.23367)  -0.45
C (0.75567, 3.59341, -0.57073)  -0.40
C (0.55649, 3.14119, 0.87866)  -0.21
C (0.05767, 4.06885, 1.85583)  0.26
N (-0.56364, 4.76467, 2.46659)  -0.31
C (0.64836, 1.78469, 1.26336)  0.27
C (0.25934, 1.24260, 2.62363)  -0.54
C (-0.62285, 0.01176, 2.63986)  0.68
O (-0.39588, -0.72696, 3.58529)  -0.61
N (-1.68090, -0.27664, 1.80665)  -0.63
C (-1.95389, -1.68272, 1.46926)  -0.24
C (-0.99388, -2.26208, 0.45930)  -0.04
C (-0.24602, -3.33224, 0.85247)  -0.22
C (0.82324, -3.94038, 0.17653)  -0.03
Cl (1.72271, -5.25677, 0.77272)  0.05
C (1.08837, -3.51104, -1.14974)  -0.23
C (0.22831, -2.52301, -1.66762)  -0.23
C (-0.72917, -1.81587, -0.88947)  0.20
N (-1.60525, -0.78588, -1.46034)  -0.24
C (-1.77096, -0.56705, -2.88485)  0.16
N (-2.58061, 0.43514, -3.06039)  -0.29
N (-2.78258, 1.08608, -1.84214)  -0.04
N (-2.20622, 0.31481, -0.91275)  -0.09
N (1.28071, 0.84096, 0.33409)  -0.17
O (1.61421, -0.52576, 0.65992)  -0.53
H (2.84434, 2.83713, -0.74734)  0.23
H (1.97078, 2.87286, -2.29484)  0.23
H (-0.17646, 3.52717, -1.10371)  0.23
H (1.09080, 4.60925, -0.63550)  0.23
H (-0.33633, 2.02427, 3.13933)  0.27
H (1.15848, 1.07404, 3.23017)  0.28
H (-1.78182, 0.35045, 1.04892)  0.41
H (-2.96732, -1.73077, 0.92594)  0.23
H (-1.84207, -2.33049, 2.35512)  0.25
H (-0.40597, -3.70474, 1.92015)  0.23
H (1.78525, -4.03498, -1.83277)  0.24
H (0.46469, -2.36721, -2.69244)  0.23
H (-1.31446, -1.17981, -3.68085)  0.23
H (1.57150, -0.98344, -0.19779)  0.51

Its LUMO energy is -0.39 eV. The calculation puts the relative energy (zero: lowest compared OMol25 entry of this formula, charge and spin) at 137.7 kJ/mol. As for the HOMO-LUMO gap: 8.35 eV. For the highest occupied orbital energy, the calculation gives -8.7404 eV. Its net charge is 0. The SMILES is [H]/N=C1\CCC(C#N)=C(CC(=O)NCc2cc(Cl)ccc2-n2cnnn2)N1O.

# 3
# C16H15ClNiTe

A molecular structure, C16H15ClNiTe at a distorted geometry (ωB97M-V with the def2-TZVPD basis set, the OMol25 dataset).

Last column: Löwdin spin population.
Positions of all 34 atoms, in Å:
C (-2.25070, -0.95248, -0.06161)  0.00
C (-1.61854, -1.13729, -1.34140)  0.02
C (-1.37252, 0.16814, -1.91287)  0.01
H (-1.35579, -2.10056, -1.78706)  0.00
C (-1.83653, 1.15794, -0.97178)  0.05
C (-2.38271, 0.46857, 0.17127)  0.04
H (-2.78337, 0.92793, 1.08063)  0.00
H (-2.52105, -1.73353, 0.64988)  0.00
H (-0.93882, 0.37065, -2.89443)  0.00
H (-1.76983, 2.24545, -1.08478)  0.00
Ni (-0.03178, -0.04006, 0.11002)  1.57
Cl (0.15127, -1.88666, 1.47335)  0.02
C (2.34312, 0.11432, 0.30304)  0.01
C (1.97090, 1.36592, -0.30767)  0.04
C (1.46644, 1.07292, -1.64197)  0.04
H (1.99047, 2.35362, 0.17203)  0.00
C (1.55818, -0.33891, -1.85431)  0.00
C (2.11524, -0.94364, -0.65538)  0.02
H (2.26124, -2.01226, -0.47832)  0.00
H (2.69129, -0.01671, 1.32631)  0.00
H (1.06828, 1.82262, -2.33337)  0.00
H (1.24513, -0.89068, -2.74310)  0.00
Te (-0.15359, 1.64219, 2.06646)  0.11
C (-0.13722, 0.40670, 3.70751)  0.01
C (-1.35852, 0.07992, 4.37781)  0.01
C (-1.33170, -0.75695, 5.49035)  0.00
C (-0.13252, -1.29618, 5.95963)  0.01
C (1.06391, -0.99336, 5.30271)  0.00
C (1.08653, -0.15585, 4.19731)  0.01
H (-2.28234, 0.51657, 3.99852)  0.00
H (-2.27573, -0.98522, 6.00671)  0.00
H (-0.12795, -1.95102, 6.84198)  0.00
H (2.01327, -1.41495, 5.67084)  0.00
H (2.00707, 0.09108, 3.66928)  0.00

Its LUMO energy (spin up / spin down) is 4.87 / 4.80 eV. As for the HOMO-LUMO gap (spin up / spin down): 4.74 / 4.60 eV. For the highest occupied orbital energy (spin up / spin down), the calculation gives 0.1284 / 0.2009 eV. Its net charge is -2. The multiplicity is 3.

# 4
# C16H15F2NO2

A single C16H15F2NO2 molecule (ωB97M-V with the def2-TZVPD basis set, the OMol25 dataset).

Last column: natural (NBO) charge in e.
Positions of all 36 atoms, in Å:
C (2.58041, -1.92928, -5.19282)  -0.62
C (1.39012, -1.60611, -4.34080)  -0.05
C (1.45094, -1.66415, -2.95844)  -0.18
C (0.35147, -1.36650, -2.16791)  -0.34
C (-0.84865, -1.00373, -2.76580)  0.37
O (-2.00828, -0.69744, -2.10378)  -0.51
C (-2.00789, -0.69567, -0.69863)  -0.07
C (-1.32961, 0.55108, -0.10624)  -0.53
C (-0.79820, 0.26774, 1.28857)  0.69
O (-0.39968, -0.82307, 1.62468)  -0.61
N (-0.79567, 1.37143, 2.09511)  -0.60
C (-0.35025, 1.48594, 3.41283)  0.16
C (0.20333, 0.42262, 4.12294)  -0.25
C (0.62644, 0.60366, 5.42578)  -0.23
C (0.50374, 1.83928, 6.03563)  0.30
F (0.91837, 2.00584, 7.30325)  -0.31
C (-0.04855, 2.90157, 5.33143)  0.35
F (-0.17729, 4.10905, 5.90585)  -0.31
C (-0.47336, 2.73073, 4.02902)  -0.31
C (-0.92006, -0.94188, -4.15783)  -0.26
C (0.18237, -1.23970, -4.92828)  -0.20
H (2.82560, -1.08828, -5.84035)  0.22
H (3.44723, -2.15973, -4.57882)  0.21
H (2.36875, -2.78766, -5.82956)  0.22
H (2.37543, -1.94715, -2.47544)  0.21
H (0.45272, -1.43276, -1.09585)  0.23
H (-3.06319, -0.71787, -0.41445)  0.20
H (-1.52320, -1.59433, -0.29899)  0.20
H (-2.01429, 1.39927, -0.11221)  0.21
H (-0.47076, 0.80518, -0.73571)  0.25
H (-1.15566, 2.22926, 1.69984)  0.40
H (0.29850, -0.54008, 3.65091)  0.26
H (1.05676, -0.21256, 5.98314)  0.23
H (-0.89808, 3.57543, 3.50815)  0.22
H (-1.85826, -0.66106, -4.61013)  0.22
H (0.10875, -1.18909, -6.00508)  0.21

Its LUMO energy is 0.49 eV. The calculation puts the relative energy (zero: lowest compared OMol25 entry of this formula, charge and spin) at 24.3 kJ/mol. As for the HOMO-LUMO gap: 8.83 eV. For the highest occupied orbital energy, the calculation gives -8.3379 eV. Its net charge is 0. The SMILES is Cc1ccc(OCCC(=O)Nc2ccc(F)c(F)c2)cc1.

# 5
# C16H15F3N8O2

A single C16H15F3N8O2 molecule at a distorted geometry (ωB97M-V with the def2-TZVPD basis set, the OMol25 dataset).

Last column: natural (NBO) charge in e.
Positions of all 44 atoms, in Å:
C (-3.23274, 0.59452, -1.01484)  -0.62
C (-2.72546, 1.77303, -1.83478)  -0.38
C (-1.67863, 1.34493, -2.87568)  -0.46
C (-0.46619, 0.79640, -2.23588)  0.23
C (-0.09201, -0.50730, -1.94616)  -0.07
C (-0.81294, -1.75047, -2.25043)  0.67
O (-1.41444, -1.96761, -3.27941)  -0.58
N (-0.74049, -2.69624, -1.25751)  -0.42
N (-0.26836, -2.41006, -0.05109)  -0.18
C (-0.11910, -3.31073, 0.82996)  0.02
C (0.41892, -2.98622, 2.14053)  -0.04
C (1.19193, -3.95015, 2.79038)  -0.18
C (1.79904, -3.68679, 4.00180)  -0.19
C (1.63819, -2.44834, 4.60053)  -0.21
C (0.84383, -1.49111, 3.99505)  -0.16
C (0.22778, -1.75167, 2.77799)  -0.14
C (-0.70338, -0.70754, 2.22118)  0.98
F (-1.07623, 0.18015, 3.16443)  -0.33
F (-1.85197, -1.22332, 1.75195)  -0.32
F (-0.18083, 0.03703, 1.23351)  -0.32
N (1.11597, -0.48177, -1.33052)  -0.16
N (1.50286, 0.71640, -1.21482)  -0.08
N (0.56263, 1.53330, -1.73619)  -0.20
C (0.74159, 2.89420, -1.70424)  0.23
N (-0.10581, 3.79531, -2.11383)  -0.10
O (0.45653, 4.98436, -1.88328)  -0.13
N (1.68208, 4.86143, -1.31351)  -0.16
C (1.91029, 3.57740, -1.18177)  0.29
N (3.02270, 2.99586, -0.71544)  -0.81
H (-2.43270, 0.15627, -0.42434)  0.21
H (-3.63555, -0.17746, -1.66707)  0.21
H (-4.01813, 0.91606, -0.33542)  0.22
H (-2.29180, 2.52934, -1.17849)  0.21
H (-3.55852, 2.23336, -2.36747)  0.21
H (-1.40421, 2.21402, -3.47627)  0.25
H (-2.09980, 0.57047, -3.51903)  0.25
H (-1.11160, -3.62681, -1.47120)  0.38
H (-0.32996, -4.36836, 0.63186)  0.16
H (1.32709, -4.91151, 2.31760)  0.21
H (2.39914, -4.44644, 4.47909)  0.22
H (2.11490, -2.23070, 5.54328)  0.22
H (0.69068, -0.53762, 4.47660)  0.23
H (3.70187, 3.56688, -0.24636)  0.41
H (2.97280, 2.00037, -0.54761)  0.44

Its LUMO energy is -0.03 eV. The calculation puts the relative energy (zero: lowest compared OMol25 entry of this formula, charge and spin) at 43.7 kJ/mol. As for the HOMO-LUMO gap: 9.01 eV. For the highest occupied orbital energy, the calculation gives -9.0345 eV. Its net charge is 0. The SMILES is CCCc1c(C(=O)N/N=C/c2ccccc2C(F)(F)F)nnn1-c1nonc1N.

# 6
# C16H15F4N2O10

3 unconnected molecules or ions with the total composition C16H15F4N2O10 at a distorted geometry (ωB97M-V with the def2-TZVPD basis set, the OMol25 dataset).

Last column: natural (NBO) charge in e.
Positions of all 47 atoms, in Å:
C (3.23163, -0.73287, 2.08480)  -0.73
C (1.85575, -0.05664, 1.70848)  0.80
O (1.43510, -0.14797, 0.57771)  -0.58
O (1.18519, 0.65588, 2.72200)  -0.53
C (0.61366, 1.87786, 2.22359)  -0.13
C (-0.95321, 1.68936, 2.15517)  0.14
C (-1.92400, 2.82135, 2.07069)  -0.24
C (-3.35617, 2.52231, 2.05701)  0.10
N (-3.79189, 1.19277, 2.09529)  -0.16
N (-5.15242, 0.90589, 2.05760)  -0.36
C (-5.51230, 0.06754, 0.93852)  0.96
O (-4.95425, 0.07423, -0.10526)  -0.49
F (-6.60565, -0.76966, 1.03310)  -0.29
C (-5.62172, 0.39053, 3.34138)  0.95
O (-5.64539, -0.74738, 3.65739)  -0.44
F (-6.05156, 1.29792, 4.29232)  -0.29
C (-2.90575, 0.10370, 2.15769)  0.09
C (-1.46219, 0.29273, 2.17739)  -0.22
H (3.55645, -1.43179, 1.23858)  0.30
H (3.17837, -1.30047, 3.05945)  0.24
H (3.97717, 0.10724, 2.14674)  0.25
H (1.05915, 2.22657, 1.25565)  0.26
H (0.78597, 2.64391, 3.04202)  0.24
H (-1.53188, 3.86926, 2.02083)  0.28
H (-4.09393, 3.36524, 2.02747)  0.28
H (-3.30779, -0.94334, 2.15457)  0.28
H (-0.82614, -0.62504, 2.20664)  0.30
C (5.36050, -1.58960, -3.22366)  -0.13
C (4.54202, -2.77869, -2.82473)  0.43
O (4.77801, -2.87540, -1.43134)  -0.48
C (5.02779, -1.60571, -1.01358)  0.99
O (5.00447, -1.26074, 0.13078)  -0.60
O (5.29820, -0.77694, -2.05337)  -0.47
F (4.99651, -3.90680, -3.42125)  -0.32
H (6.40161, -1.84684, -3.43298)  0.21
H (4.94748, -1.06914, -4.08672)  0.22
H (3.47091, -2.66969, -3.00747)  0.18
C (-1.09281, 0.86045, -3.68890)  -0.13
C (-1.40565, -0.15013, -2.62574)  0.45
O (-0.39162, -1.11854, -2.79812)  -0.48
C (0.68175, -0.44395, -3.30172)  0.97
O (1.79018, -0.87183, -3.32247)  -0.57
O (0.32687, 0.78292, -3.76985)  -0.47
F (-2.60674, -0.73592, -2.84488)  -0.32
H (-1.52731, 0.59957, -4.65672)  0.21
H (-1.41620, 1.86537, -3.41872)  0.21
H (-1.36816, 0.24241, -1.60537)  0.14

Its LUMO energy is -5.46 eV. As for the HOMO-LUMO gap: 7.65 eV. For the highest occupied orbital energy, the calculation gives -13.1035 eV. Its net charge is +1.

> Which formula does entry 4 have?

C16H15F2NO2